Entry from the Open Molecules 2025 dataset: a structure of composition C35H55CuN4OP2 at a distorted geometry (ωB97M-V/def2-TZVPD).

* total charge: +1
* HOMO energy (spin up / spin down): -10.16 / -10.08 eV
* E_LUMO (spin up / spin down): -2.53 / -4.61 eV
* 2S+1: 2
* molecular weight: 673.35 g mol⁻¹
* relative energy (zero: lowest compared OMol25 entry of this formula, charge and spin): 1.61 kcal per mole

```
98
Properties=species:S:1:pos:R:3:forces:R:3:lowdin_charge:R:1
Cu 0.454594 -0.355190 -0.001422 -0.501 0.571 0.555 0.057
P -1.962475 0.020932 -1.096786 0.249 -0.219 0.395 1.183
P 1.933233 -0.202589 1.731468 0.899 0.322 0.346 1.110
O 0.991139 -3.094701 -0.754838 -1.013 2.172 1.379 0.119
N -0.631431 -7.152044 3.440482 -0.843 2.399 -1.068 0.177
N -1.818816 -2.250624 1.522539 0.149 0.680 0.051 0.059
N 0.994358 0.463902 -1.704266 -0.805 0.253 0.417 0.202
N -0.250411 1.577599 0.835722 0.540 0.630 -0.518 0.071
C 1.268813 -2.112538 3.622372 -0.250 -0.101 -0.120 -0.111
C 3.411602 -0.983941 4.078719 0.251 -0.201 0.311 -0.083
C 0.276752 1.400585 -2.079778 -0.889 1.250 -0.756 -0.282
C 3.462113 0.621966 0.955579 -0.087 -0.239 0.470 -0.639
C 3.153998 -2.670039 2.167350 0.166 -0.050 0.024 -0.073
C 3.104513 2.062479 0.569119 -0.143 0.058 -0.146 -0.096
C -1.061861 -1.713265 -3.121708 0.086 0.115 -0.129 -0.100
C 2.507442 -1.522420 2.960288 -0.046 0.240 -0.062 -0.656
C -4.523070 1.259050 -1.200457 -0.535 0.360 0.291 -0.072
C -2.202693 0.366248 -3.928857 -0.123 -0.079 -0.424 -0.080
C -1.570510 -3.241990 0.675180 -1.143 -0.916 0.795 -0.207
C 1.131704 1.101091 2.771129 -0.015 0.295 0.343 -0.231
C -1.687256 -2.439126 2.827022 0.052 -0.881 -0.021 -0.136
C 2.045753 3.066715 -2.665676 0.319 0.038 0.283 -0.050
C 1.296837 1.402572 -4.387966 0.173 -0.302 -0.198 -0.031
C -0.435071 4.290653 1.351259 -0.121 -0.296 0.093 -0.016
C 0.317361 2.081345 1.934649 -0.114 -0.171 -0.119 -0.314
C -0.937201 -6.110645 2.999845 0.965 -1.974 0.968 -0.146
C 0.501742 -2.180305 -0.235746 1.703 -3.826 -2.357 -0.159
C -0.151646 3.351516 -3.720047 -0.404 0.207 -0.184 -0.053
C -3.523147 -1.505111 -2.920600 -0.104 -0.056 -0.135 -0.091
C -1.205962 -4.782715 2.489691 -0.215 0.435 0.005 -0.207
C -1.421591 -3.708543 3.361088 0.021 0.237 0.078 -0.018
C -0.936379 3.765882 0.158050 0.022 -0.337 -0.193 -0.004
C 3.819707 -0.191892 -0.319797 0.098 -0.009 -0.092 -0.084
C -3.646050 0.381918 -0.278233 0.265 0.011 -0.547 -0.636
C 0.194682 3.435731 2.252726 0.148 -0.145 -0.043 -0.005
C -0.809417 2.395768 -0.076292 0.172 0.041 0.703 -0.306
C -2.210148 -0.720069 -2.844958 0.000 0.402 0.256 -0.647
C -4.310428 -0.980967 0.039107 -0.098 -0.199 0.003 -0.099
C -3.394465 1.096320 1.066442 0.091 0.079 0.071 -0.097
C -1.247994 -4.529009 1.118772 -0.095 0.218 -0.570 0.012
C 0.845862 2.325658 -3.240330 -0.112 -0.470 0.386 -0.525
C 4.671121 0.687607 1.896592 0.325 0.162 -0.155 -0.095
C -1.161356 1.736463 -1.383468 0.446 -0.932 -0.534 -0.248
H -4.399383 -0.864671 -2.774750 0.172 -0.195 -0.051 0.070
H -5.070638 -1.250806 -0.703486 0.275 0.017 0.203 0.073
H 0.942557 0.374115 -4.247992 0.085 0.279 -0.168 0.067
H -0.527949 5.353840 1.565383 0.038 -0.236 -0.033 0.121
H 5.433588 1.313498 1.408927 -0.096 -0.153 0.100 0.096
H -1.414014 4.383290 -0.601919 0.166 -0.007 0.257 0.121
H 2.805535 2.347930 -2.338826 -0.076 0.234 -0.027 0.070
H 4.029404 -2.366131 1.582532 -0.087 -0.023 0.203 0.078
H 4.440025 1.163849 2.859199 0.041 -0.177 -0.256 0.080
H -3.225356 2.172029 0.934472 0.076 -0.231 0.050 0.074
H -4.801973 -0.943067 1.020893 0.055 0.061 -0.264 0.087
H 2.486116 3.721389 -3.426858 -0.101 -0.129 0.088 0.103
H -0.084823 -1.321979 -2.815070 -0.246 -0.131 -0.147 0.039
H 5.125330 -0.296261 2.066564 -0.168 0.296 -0.013 0.073
H 2.192930 2.092485 -0.041281 0.248 0.092 0.167 0.045
H -5.405258 0.711647 -1.561431 0.277 0.180 0.042 0.081
H 2.433147 -3.130107 1.477490 0.180 0.147 0.159 0.065
H -3.593373 -1.945867 -3.926409 0.012 0.087 0.218 0.099
H -4.010696 1.677192 -2.077474 -0.072 -0.163 0.270 0.055
H -1.807383 2.381538 -1.988941 0.506 -0.019 -0.034 0.092
H -2.539704 0.659937 1.595087 -0.155 0.035 -0.044 0.060
H 3.509380 0.353339 -1.221068 0.152 -0.181 0.229 0.057
H 1.901650 1.623742 3.353945 -0.342 0.085 0.001 0.090
H -1.048138 -5.293526 0.375775 -0.045 -0.101 0.238 0.131
H 3.458038 -3.450225 2.879893 0.037 0.153 -0.186 0.103
H -0.421390 4.049918 -2.919445 -0.039 -0.071 -0.161 0.083
H 3.923586 2.479846 -0.035383 -0.169 -0.100 0.151 0.102
H -1.053285 2.881748 -4.124724 0.070 0.195 0.044 0.076
H -3.568016 -1.782837 0.117110 -0.336 0.206 -0.102 0.029
H 2.390542 1.354934 -4.419631 -0.167 -0.027 -0.071 0.091
H -1.225365 -2.676809 -2.621887 0.035 0.224 -0.045 0.074
H 0.317321 3.928603 -4.526386 -0.136 -0.062 0.154 0.104
H 1.749970 3.688607 -1.810793 0.116 -0.077 -0.105 0.089
H 3.148649 0.037706 4.381495 0.156 -0.225 -0.079 0.074
H -3.547750 -2.334429 -2.203239 -0.061 0.228 -0.105 0.076
H 4.473540 -1.037316 3.821730 -0.298 0.182 0.101 0.073
H -4.275660 0.977703 1.716000 0.171 0.092 -0.296 0.092
H 0.637170 3.776276 3.185800 -0.112 0.171 -0.234 0.124
H 0.719059 -2.703908 2.890830 0.004 0.163 0.115 0.050
H -1.018419 -1.905423 -4.205751 -0.054 -0.027 0.276 0.101
H -1.758352 -1.551124 3.465490 -0.209 -0.427 -0.164 0.120
H 0.445282 0.609533 3.479425 0.294 0.065 -0.153 0.092
H -4.895253 2.115180 -0.618447 -0.038 -0.163 -0.254 0.085
H -1.815819 -3.048800 -0.381032 0.437 -0.078 0.422 0.097
H -1.301378 -3.829770 4.432615 -0.173 -0.095 -0.114 0.129
H 3.274583 -1.612795 4.969814 0.069 0.111 -0.198 0.089
H 4.906182 -0.362446 -0.358746 -0.312 0.085 -0.075 0.093
H 2.975155 2.712171 1.445793 0.028 -0.167 -0.188 0.088
H -2.739539 1.280769 -3.650781 0.080 -0.241 -0.068 0.062
H 1.555424 -2.783872 4.444116 0.038 0.089 -0.252 0.105
H -1.178538 0.630276 -4.225703 -0.331 -0.014 0.135 0.060
H 0.607257 -1.355907 4.052601 0.030 -0.099 -0.019 0.070
H 3.327894 -1.174218 -0.379482 0.181 0.240 0.110 0.055
H 0.942032 1.764451 -5.359638 0.079 -0.040 0.182 0.094
H -2.707839 -0.039516 -4.820375 0.231 0.171 0.134 0.101
```
Positions in Å, forces in eV/Å.



Entry from the Open Molecules 2025 dataset: a structure of composition C17H30N3O4PSn at a distorted geometry (ωB97M-V/def2-TZVPD).

* total charge: +4
* HOMO energy: -21.38 eV
* E_LUMO: -17.21 eV
* molecular weight: 490.13 g mol⁻¹

```
56
Properties=species:S:1:pos:R:3:forces:R:3:nbo_charge:R:1
Sn 0.377521 -0.508855 0.091750 1.189 -0.316 1.158 1.313
P 0.025330 -0.042839 -2.770180 0.998 -0.040 -4.348 1.441
O -0.794215 2.803403 1.177531 1.747 -3.469 -1.525 -0.285
O 1.052450 -1.930329 1.730728 -0.635 1.460 -1.843 -0.674
O -3.131984 -0.984037 -0.014471 3.916 0.435 -1.614 -0.285
O 3.755040 0.632136 1.510800 -2.714 -0.711 -2.269 -0.285
N -0.726283 -0.756177 2.544846 1.580 -0.686 -0.761 -0.599
N -2.195865 0.657755 3.610880 0.696 -0.908 -0.028 -0.700
N 0.218042 -2.592087 3.725515 0.096 0.665 -1.147 -0.332
C 1.597939 2.284315 -3.160804 -0.157 0.268 -0.147 -0.627
C -1.713540 2.201616 -2.801939 -0.230 0.479 -0.145 -0.623
C -0.334565 1.835618 0.769402 -1.626 3.534 1.577 0.533
C 1.512712 0.797507 -3.541345 0.924 0.396 1.559 -0.551
C -0.628928 -2.404041 4.781101 -0.435 0.733 -0.307 0.173
C -1.481894 -1.339248 4.758364 0.241 -0.606 0.391 -0.315
C -1.392385 0.959338 -4.990059 1.163 -0.523 -0.701 -0.604
C 2.817047 0.071345 -3.178330 0.109 -0.241 -0.304 -0.621
C -2.046602 -0.854410 -0.367258 -5.068 -0.409 2.148 0.469
C -0.067818 -1.731545 -3.555008 -0.207 -0.964 1.299 -0.562
C 0.888327 -2.742000 -2.913301 0.393 -0.168 -0.098 -0.630
C -1.470148 -0.479043 3.637905 -1.225 1.803 0.007 0.477
C 1.185133 -3.688266 3.668948 0.694 -0.703 0.085 -0.421
C -1.454043 0.839422 -3.462556 -1.549 0.526 2.130 -0.551
C 2.860375 0.398499 0.842364 2.385 0.644 2.326 0.528
C -1.509131 -2.267500 -3.527940 -0.214 0.138 -0.108 -0.621
C 0.179289 -1.746178 2.666734 -0.475 -0.372 0.819 0.751
H 2.194980 -3.292122 3.526002 -0.202 -0.041 0.196 0.252
H -2.712760 0.935605 4.435114 -0.097 0.073 -0.081 0.456
H 0.794263 -3.700381 -3.440550 0.080 0.217 0.081 0.294
H -0.526804 -3.130251 5.580581 -0.187 0.170 0.072 0.291
H 2.917568 -0.880111 -3.712047 0.070 0.249 0.169 0.246
H -0.356967 -2.548114 -0.076884 -0.346 -1.370 -0.118 -0.200
H -2.299694 0.184754 -3.189929 0.254 0.099 -0.151 0.262
H 2.901231 -0.118584 -2.096737 0.059 0.084 -0.193 0.189
H -1.973475 -2.105191 -2.542848 0.006 -0.245 -0.287 0.182
H -1.265638 -0.015286 -5.479182 -0.081 0.311 -0.007 0.240
H 2.579185 2.673203 -3.470478 -0.294 -0.139 0.124 0.287
H -2.135342 -1.785752 -4.287149 0.035 -0.176 0.222 0.254
H 1.128655 -4.230836 4.610479 0.087 -0.029 -0.103 0.265
H 1.342747 0.712216 -4.628849 -0.451 -0.316 0.247 0.323
H 0.840769 2.891856 -3.670896 0.264 -0.162 0.207 0.244
H 3.667205 0.701549 -3.475485 -0.233 -0.192 0.114 0.289
H -2.028539 1.362051 2.898866 -0.284 -0.326 0.419 0.408
H 0.967129 -4.365595 2.834377 -0.134 0.184 0.274 0.245
H 0.249180 -1.549657 -4.597849 0.128 0.420 0.279 0.321
H -1.104580 2.995633 -3.250250 -0.210 -0.232 0.210 0.253
H -2.143817 -1.118568 5.586961 0.068 -0.110 0.012 0.302
H -0.576357 1.625709 -5.309942 -0.364 -0.172 0.085 0.242
H -0.399934 -3.290480 -0.276753 -0.080 0.625 0.281 0.260
H -1.543926 2.206082 -1.718561 -0.040 -0.015 -0.093 0.178
H 1.938581 -2.440250 -2.958314 -0.234 -0.140 -0.001 0.244
H 1.501712 2.438175 -2.074687 0.113 0.036 -0.230 0.196
H -2.766094 2.476590 -2.961631 0.296 -0.080 0.030 0.285
H -1.511097 -3.347733 -3.730169 0.040 0.324 0.043 0.288
H 0.627680 -2.942682 -1.867977 0.080 0.055 -0.370 0.187
H -2.341461 1.386971 -5.347688 0.061 -0.067 0.414 0.314
```
Positions in Å, forces in eV/Å.



- What is the formula in the second record?
  C17H30N3O4PSn



- Which of these has the highest molecular weight?
  C35H55CuN4OP2



- molecular weight of number 2 (C17H30N3O4PSn)?
  490.13 g mol⁻¹



- Among the records above, which one has the highest molecular weight?
  C35H55CuN4OP2